Entry 1:
DFT (the ωB97M-V functional and the def2-TZVPD basis) results for a molecular structure, C54H109BrN4O11Sb.

Each line ends with the Löwdin charge.
Cartesian coordinates (Å):
1 C 0.2425 -2.3646 0.6795  -0.113
2 O -0.0702 -0.9700 0.7603  -0.234
3 C 0.0165 -0.4538 2.0910  -0.230
4 C 1.4840 0.0147 2.4917  -0.153
5 C 1.6782 1.5929 2.3104  -0.197
6 C 2.8228 1.9334 1.2560  -0.189
7 C 2.4240 1.2366 -0.1105  -0.207
8 C 2.5530 2.1686 -1.3893  -0.211
9 C 1.2253 2.0818 -2.2477  -0.217
10 C 0.8494 0.5877 -2.6485  -0.200
11 C -0.4084 0.5553 -3.6233  -0.292
12 C -1.7437 0.0863 -2.9575  -0.327
13 Sb -3.3733 -0.4872 -4.3844  1.249
14 N -4.9131 -1.0915 -5.7398  -0.254
15 C -2.7608 0.9950 -5.9106  -0.340
16 C -3.3064 2.4680 -5.8253  -0.336
17 C -2.1827 3.4951 -5.3477  -0.592
18 Br -2.2742 3.9961 -3.4519  0.630
19 C -4.6972 0.8722 -3.2620  -0.359
20 C -6.2203 0.9331 -3.6245  -0.247
21 C -7.1229 0.6364 -2.3649  -0.210
22 C -7.5809 1.6465 -1.4268  -0.044
23 C -8.4566 1.2133 -0.3270  -0.104
24 C -8.8931 -0.1546 -0.1372  -0.107
25 C -8.4181 -1.1749 -1.0707  -0.090
26 C -7.5528 -0.7565 -2.1586  -0.042
27 C -2.0930 -2.0724 -5.3461  -0.274
28 C -2.1267 -3.4540 -4.5381  -0.719
29 N -3.4143 -4.1099 -4.8040  0.059
30 N -1.8129 -3.2808 -3.0969  0.035
31 N -1.0129 -4.3012 -5.0838  0.033
32 H 1.0836 -2.4966 -0.0571  0.091
33 H 0.4644 -2.8227 1.6755  0.086
34 H -0.6390 -2.9020 0.2275  0.089
35 H -0.3835 -1.2137 2.8128  0.109
36 H -0.6925 0.4223 2.1330  0.125
37 H 2.2157 -0.5703 1.8759  0.108
38 H 1.6720 -0.2812 3.5615  0.095
39 H 0.7253 1.9413 1.8194  0.109
40 H 1.8566 2.0652 3.3024  0.065
41 H 2.7495 3.0455 1.0864  0.091
42 H 3.8301 1.6347 1.6466  0.103
43 H 1.3383 0.9701 -0.0299  0.088
44 H 3.0877 0.3520 -0.2765  0.112
45 H 2.6591 3.2463 -1.0640  0.093
46 H 3.4743 1.9308 -1.9928  0.102
47 H 0.3881 2.6052 -1.7178  0.105
48 H 1.4562 2.5890 -3.2298  0.106
49 H 1.7323 0.2105 -3.2354  0.103
50 H 0.7427 -0.0821 -1.7593  0.086
51 H -0.0918 -0.0006 -4.5398  0.079
52 H -0.5550 1.6276 -3.9508  0.048
53 H -2.1304 0.9047 -2.2886  0.038
54 H -1.5015 -0.7774 -2.2745  0.036
55 H -3.9515 -1.7693 -3.3156  -0.049
56 H -5.3191 -0.2047 -6.0797  -0.051
57 H -4.5079 -1.5101 -6.5806  -0.053
58 H -3.1267 0.5771 -6.8967  0.044
59 H -1.6433 1.0711 -6.0699  0.044
60 H -3.4773 2.7959 -6.8998  0.095
61 H -4.2899 2.6330 -5.3303  0.078
62 H -1.1754 3.1238 -5.6814  0.064
63 H -2.3379 4.4438 -5.9366  0.045
64 H -4.6255 0.5448 -2.1819  0.061
65 H -4.3061 1.9311 -3.2365  0.000
66 H -6.6147 0.2843 -4.4343  0.073
67 H -6.4800 1.9997 -3.9033  0.098
68 H -7.2765 2.7071 -1.5547  0.098
69 H -8.8550 1.9676 0.3987  0.085
70 H -9.5794 -0.4794 0.6786  0.060
71 H -8.7638 -2.2308 -0.9424  0.089
72 H -7.2231 -1.5395 -2.8782  0.102
73 H -2.4710 -2.3491 -6.3753  0.045
74 H -1.0285 -1.7498 -5.4883  0.035
75 H -4.1642 -3.7245 -4.2309  0.033
76 H -3.3552 -5.1273 -4.7111  0.035
77 H -1.2700 -4.0753 -2.7388  0.056
78 H -2.7016 -3.3489 -2.5876  0.043
79 H -0.1892 -3.9977 -4.5481  0.056
80 H -0.8054 -4.0214 -6.0440  0.052
81 C -13.4448 -1.1717 1.9860  -0.025
82 C -12.1977 -2.0094 1.8573  -0.496
83 O -11.0960 -1.5157 1.9439  0.060
84 C -12.3780 -3.4867 1.6161  -0.024
85 H -13.1651 -0.1321 2.1564  0.083
86 H -14.0296 -1.2312 1.0661  0.084
87 H -14.0403 -1.5182 2.8330  0.082
88 H -12.9158 -3.6481 0.6799  0.083
89 H -12.9263 -3.9355 2.4468  0.082
90 H -11.3999 -3.9626 1.5444  0.084
91 C 2.7324 1.9434 6.3051  -0.015
92 C 4.0481 2.3028 5.6639  -0.511
93 O 4.3343 1.9137 4.5507  0.057
94 C 4.9950 3.1639 6.4588  -0.041
95 H 2.1547 1.3221 5.6199  0.070
96 H 2.9077 1.3813 7.2248  0.084
97 H 2.1632 2.8500 6.5195  0.088
98 H 5.2718 2.6576 7.3830  0.069
99 H 4.5259 4.1254 6.6803  0.085
100 H 5.8973 3.3414 5.8753  0.077
101 C 1.7893 6.7301 2.7880  -0.023
102 C 2.3009 5.4523 3.4036  -0.492
103 O 1.5688 4.5043 3.5850  0.066
104 C 3.7594 5.4035 3.7837  -0.009
105 H 0.7274 6.6237 2.5655  0.083
106 H 1.9200 7.5585 3.4871  0.082
107 H 2.3233 6.9352 1.8582  0.086
108 H 3.9746 6.1735 4.5281  0.087
109 H 4.3799 5.5500 2.8976  0.092
110 H 3.9878 4.4274 4.2121  0.052
111 C 9.6056 3.7062 7.0548  -0.014
112 C 8.7334 3.1810 8.1627  -0.489
113 O 7.5564 2.9468 7.9824  0.052
114 C 9.3811 2.9566 9.5055  -0.022
115 H 9.0094 3.8192 6.1488  0.084
116 H 10.0117 4.6815 7.3311  0.087
117 H 10.4159 3.0016 6.8555  0.060
118 H 9.7770 3.8985 9.8897  0.084
119 H 10.1830 2.2217 9.4131  0.085
120 H 8.6371 2.5774 10.2067  0.080
121 C 13.0891 -0.0364 4.4115  -0.011
122 C 11.9722 0.4103 5.3147  -0.489
123 O 11.9936 1.4943 5.8626  0.047
124 C 10.8227 -0.5431 5.5123  -0.013
125 H 13.8471 0.7459 4.3601  0.083
126 H 13.5481 -0.9441 4.8076  0.092
127 H 12.7027 -0.2172 3.4064  0.063
128 H 11.1831 -1.4726 5.9582  0.067
129 H 10.3391 -0.7464 4.5549  0.089
130 H 10.0912 -0.0923 6.1849  0.080
131 C -7.0010 -6.5984 -4.4127  -0.026
132 C -5.7721 -7.4539 -4.5762  -0.493
133 O -4.6629 -6.9761 -4.4961  0.064
134 C -5.9782 -8.9250 -4.8428  -0.029
135 H -6.6990 -5.5674 -4.2268  0.088
136 H -7.6000 -6.6292 -5.3254  0.087
137 H -7.5899 -6.9483 -3.5652  0.068
138 H -6.5322 -9.0604 -5.7738  0.080
139 H -6.5212 -9.3810 -4.0126  0.081
140 H -5.0083 -9.4141 -4.9380  0.078
141 C -10.4476 -4.3959 -4.6761  -0.015
142 C -10.6582 -5.6558 -3.8765  -0.498
143 O -9.7670 -6.1346 -3.2101  0.055
144 C -12.0224 -6.2967 -3.9392  -0.028
145 H -9.4244 -4.0462 -4.5375  0.085
146 H -10.6086 -4.5970 -5.7371  0.086
147 H -11.1326 -3.6181 -4.3329  0.087
148 H -12.2529 -6.5817 -4.9675  0.083
149 H -12.7769 -5.6031 -3.5635  0.082
150 H -12.0296 -7.1925 -3.3176  0.079
151 C 9.4131 -3.8634 7.1052  -0.023
152 C 10.4073 -4.6906 6.3318  -0.505
153 O 11.5044 -4.2572 6.0522  0.060
154 C 9.9829 -6.0770 5.9204  -0.025
155 H 9.8533 -2.8927 7.3330  0.067
156 H 8.5128 -3.7092 6.5074  0.091
157 H 9.1623 -4.3632 8.0427  0.086
158 H 9.1073 -6.0209 5.2709  0.087
159 H 9.7566 -6.6750 6.8052  0.085
160 H 10.7949 -6.5555 5.3727  0.082
161 C 11.3200 0.7653 -0.3091  -0.023
162 C 11.1296 -0.4865 0.5081  -0.502
163 O 12.0380 -0.9599 1.1585  0.050
164 C 9.7655 -1.1262 0.4849  -0.022
165 H 12.3465 1.1157 -0.1991  0.082
166 H 11.1328 0.5536 -1.3633  0.086
167 H 10.6433 1.5461 0.0431  0.087
168 H 9.5098 -1.4211 -0.5344  0.087
169 H 9.0202 -0.4285 0.8718  0.089
170 H 9.7730 -2.0157 1.1152  0.081
171 C -2.5496 9.7915 -3.7624  -0.030
172 C -1.2953 8.9666 -3.9108  -0.508
173 O -0.1960 9.4736 -3.8330  0.056
174 C -1.4663 7.4910 -4.1590  -0.052
175 H -2.2783 10.8332 -3.5882  0.077
176 H -3.1444 9.7318 -4.6757  0.083
177 H -3.1316 9.4335 -2.9111  0.084
178 H -2.0138 7.3309 -5.0899  0.085
179 H -2.0002 7.0324 -3.3258  0.048
180 H -0.4858 7.0228 -4.2449  0.083

Results
* net charge: -1



Entry 2:
DFT (the ωB97M-V functional and the def2-TZVPD basis) results for 12 unconnected molecules or ions with the total composition C54H113Br4O30P5.

Each line ends with the Löwdin charge.
Cartesian coordinates (Å):
1 C 17.1286 14.9359 7.3692  -0.032
2 C 17.5804 16.2473 8.1152  -0.144
3 O 18.6929 16.7510 7.2293  -0.203
4 P 19.5027 18.0635 7.5356  0.353
5 O 20.3773 18.5120 6.4272  -0.237
6 O 18.3839 19.1145 7.9787  -0.196
7 C 17.9256 20.0851 7.0199  -0.263
8 C 18.1851 21.4997 7.4829  -0.066
9 O 20.2503 17.7507 8.8919  -0.209
10 C 21.0271 18.8600 9.5492  -0.202
11 C 22.2117 18.3380 10.2511  -0.058
12 H 16.1634 14.5812 7.7198  0.061
13 H 17.1072 15.0660 6.2914  0.086
14 H 17.6815 14.0899 7.5771  0.023
15 H 16.8763 17.0912 8.2071  0.105
16 H 18.0890 16.0814 9.1613  0.127
17 H 18.4268 19.8165 6.1172  0.091
18 H 16.8375 19.8944 6.9166  0.126
19 H 17.8206 22.2830 6.7940  0.087
20 H 17.7136 21.6292 8.4312  0.059
21 H 19.2491 21.6731 7.7045  0.083
22 H 21.2160 19.6049 8.7730  0.117
23 H 20.3942 19.3586 10.2257  0.078
24 H 22.7622 17.6275 9.6567  0.083
25 H 22.8218 19.1111 10.6401  0.070
26 H 21.9605 17.8076 11.1904  0.082
27 C 14.2863 19.9725 13.6914  -0.052
28 C 13.3947 19.3726 12.5540  -0.242
29 O 12.0406 19.3782 13.0092  -0.191
30 P 11.2365 18.0145 12.9956  0.375
31 O 11.6810 17.0104 14.0029  -0.261
32 O 9.7961 18.6148 13.2011  -0.201
33 C 8.8583 17.8098 14.0983  -0.170
34 C 8.3214 16.5278 13.3861  -0.065
35 O 11.2277 17.4886 11.5126  -0.219
36 C 10.5386 18.1147 10.4551  -0.233
37 C 11.3349 17.4652 9.2812  -0.066
38 H 15.2937 19.5181 13.5754  0.056
39 H 14.2926 21.0915 13.5806  0.076
40 H 13.8438 19.8147 14.6921  0.072
41 H 13.3708 20.0021 11.6333  0.125
42 H 13.5801 18.3584 12.1262  0.107
43 H 9.5025 17.4722 14.9936  0.131
44 H 8.1130 18.5551 14.2975  0.104
45 H 7.4213 16.3972 14.0131  0.081
46 H 8.1419 16.7711 12.3628  0.056
47 H 8.8931 15.5984 13.4660  0.078
48 H 9.4561 17.7870 10.3723  0.133
49 H 10.6172 19.1830 10.4630  0.112
50 H 11.2078 16.3549 9.1739  0.096
51 H 11.1585 17.8915 8.2870  0.072
52 H 12.3813 17.6753 9.4431  0.059
53 C 26.0555 16.8623 11.1082  -0.053
54 C 25.2117 16.0011 12.0954  -0.239
55 O 24.7499 14.9062 11.3293  -0.173
56 P 23.6785 13.8905 11.9140  0.376
57 O 22.9691 13.1037 10.8982  -0.209
58 O 24.4645 12.9881 12.9316  -0.202
59 C 24.9912 11.7258 12.5323  -0.284
60 C 24.7085 10.7496 13.6149  -0.076
61 O 22.8340 14.8842 12.8215  -0.195
62 C 22.2042 14.2751 14.0006  -0.229
63 C 23.1070 14.5247 15.1802  -0.055
64 H 26.3966 17.7985 11.4991  0.061
65 H 26.9307 16.3928 10.6037  0.087
66 H 25.5178 17.1044 10.2443  0.041
67 H 25.6931 15.6386 13.0230  0.129
68 H 24.3356 16.6019 12.3615  0.095
69 H 24.6040 11.4424 11.5465  0.111
70 H 26.1377 11.8718 12.4537  0.148
71 H 24.6622 9.7332 13.1529  0.096
72 H 25.4750 10.8504 14.4397  0.102
73 H 23.7520 10.9855 13.9911  0.055
74 H 21.3182 14.8801 14.2047  0.088
75 H 21.9634 13.2675 13.7010  0.110
76 H 24.1227 13.9503 15.1602  0.114
77 H 23.1937 15.5971 15.3552  0.075
78 H 22.4646 14.1194 15.9522  0.063
79 C 16.2186 15.7364 20.3194  -0.050
80 C 16.9557 15.6559 18.9819  -0.236
81 O 18.2441 16.3337 19.0185  -0.189
82 P 18.7115 17.4489 17.9991  0.409
83 O 19.9935 18.1092 18.4000  -0.289
84 O 18.5065 16.6925 16.5960  -0.203
85 C 19.5483 15.8505 15.9942  -0.216
86 C 19.1562 14.3853 16.2583  -0.034
87 O 17.5254 18.4599 17.8708  -0.183
88 C 17.6188 19.5922 18.7241  -0.255
89 C 16.7685 20.7274 18.0871  -0.048
90 H 16.5699 15.1454 21.1672  0.079
91 H 16.1860 16.7956 20.6093  0.080
92 H 15.2306 15.3964 20.0911  0.062
93 H 17.1947 14.6583 18.7131  0.093
94 H 16.3228 16.0935 18.1835  0.084
95 H 19.6071 16.0132 14.8924  0.083
96 H 20.4857 16.1327 16.4296  0.103
97 H 20.0162 13.7149 16.0562  0.079
98 H 18.9723 14.2709 17.3081  0.055
99 H 18.2964 14.1058 15.6600  0.066
100 H 17.3882 19.3505 19.7430  0.107
101 H 18.7146 19.9126 18.7328  0.124
102 H 17.0331 21.0218 17.0871  0.040
103 H 15.7190 20.4053 18.0243  0.074
104 H 16.8757 21.6338 18.7277  0.088
105 C 15.0617 11.5585 7.8435  -0.063
106 C 14.9868 11.6089 9.3255  -0.256
107 O 13.6140 11.7249 9.6801  -0.173
108 P 13.0490 12.5723 10.8351  0.321
109 O 13.7689 12.3383 12.1353  -0.253
110 O 13.1192 14.0578 10.3268  -0.145
111 C 13.6364 15.0307 11.2718  -0.258
112 C 15.0396 15.4699 10.9787  -0.056
113 O 11.5273 12.2977 10.9195  -0.148
114 C 11.0765 11.0481 11.5803  -0.256
115 C 10.4828 9.9449 10.7084  -0.103
116 H 14.3720 12.3049 7.4494  0.089
117 H 16.0854 11.7543 7.6087  0.067
118 H 14.8140 10.6605 7.3022  0.075
119 H 15.4440 10.7717 9.8911  0.129
120 H 15.4846 12.5516 9.7416  0.117
121 H 12.9777 15.9182 11.0260  0.102
122 H 13.5069 14.8776 12.3173  0.099
123 H 15.6789 14.5352 11.0074  0.097
124 H 15.1777 15.9294 9.9724  0.083
125 H 15.3520 16.2012 11.6984  0.054
126 H 11.8777 10.5877 12.2357  0.124
127 H 10.2662 11.2260 12.3235  0.118
128 H 11.2741 9.5603 9.9732  0.092
129 H 10.2055 9.0660 11.3803  0.096
130 H 9.5571 10.3068 10.1831  0.083
131 O 18.2452 12.3346 9.9404  0.081
132 C 19.1617 13.1032 9.7083  -0.480
133 C 19.6458 14.1068 10.6763  -0.088
134 C 20.6226 14.9478 9.9227  -0.137
135 C 20.8816 14.1616 8.6243  -0.085
136 O 19.8262 13.1395 8.5560  0.039
137 H 18.8762 14.6902 11.1688  0.091
138 H 20.1802 13.4922 11.4120  0.124
139 H 20.1111 15.8903 9.7174  0.074
140 H 21.6655 15.0260 10.3774  0.110
141 H 20.8837 14.6013 7.6229  0.130
142 H 21.8165 13.6436 8.7545  0.097
143 O 21.1416 17.3971 13.9334  0.083
144 C 21.8534 18.2625 14.3905  -0.444
145 C 21.3945 19.5259 15.1242  -0.016
146 C 22.7760 20.2953 15.4313  -0.110
147 C 23.7206 19.5935 14.5206  -0.140
148 O 23.1821 18.2555 14.2353  0.021
149 H 20.7619 20.1148 14.5170  0.078
150 H 20.7880 19.2390 15.9635  0.107
151 H 22.7518 21.3038 15.1211  0.096
152 H 23.0688 20.2370 16.4713  0.091
153 H 23.8250 20.1267 13.5796  0.122
154 H 24.7071 19.5059 15.0382  0.139
155 O 19.8692 22.1476 15.8362  0.111
156 C 19.0509 22.6287 15.0891  -0.457
157 C 19.0454 23.8690 14.2798  -0.084
158 C 17.6795 23.9798 13.6171  -0.114
159 C 17.0302 22.5671 13.8948  -0.123
160 O 17.8715 21.9368 14.9000  -0.031
161 H 19.1786 24.6303 15.0124  0.114
162 H 19.9339 24.0280 13.5874  0.158
163 H 17.0844 24.7561 14.1090  0.115
164 H 17.7481 24.1992 12.5921  0.091
165 H 16.0384 22.6450 14.3121  0.100
166 H 16.9632 21.8768 13.0215  0.121
167 O 17.9806 13.1846 13.2538  0.090
168 C 18.2095 12.0298 12.9447  -0.460
169 C 17.2291 11.0104 12.6691  -0.086
170 C 18.0178 9.9344 11.8872  -0.110
171 C 19.5070 10.1750 12.4102  -0.126
172 O 19.5325 11.5600 12.8114  -0.026
173 H 16.7083 10.6516 13.5879  0.158
174 H 16.5531 11.4505 12.0025  0.082
175 H 17.7102 8.9229 12.0933  0.100
176 H 18.0270 10.1973 10.8140  0.096
177 H 19.7145 9.5427 13.2884  0.119
178 H 20.2390 10.0212 11.6494  0.109
179 O 19.1507 20.2672 12.4891  0.116
180 C 18.9088 19.1288 12.7520  -0.440
181 C 18.2986 18.5764 14.0623  -0.064
182 C 17.4214 17.4162 13.5761  -0.153
183 C 18.3249 16.9150 12.4419  -0.124
184 O 18.8274 18.1328 11.8020  0.016
185 H 19.0669 18.2602 14.7071  0.061
186 H 17.6363 19.2720 14.6576  0.138
187 H 17.1882 16.6156 14.2530  0.084
188 H 16.4873 17.8260 13.2648  0.067
189 H 19.1359 16.3860 12.9554  0.107
190 H 17.7660 16.2984 11.7313  0.101
191 Br 23.0550 18.4607 19.2582  0.581
192 C 22.2279 17.3270 20.6967  -0.656
193 C 21.5704 18.2235 21.6992  -0.661
194 Br 20.8854 17.0316 23.1375  0.570
195 H 23.0470 16.7898 21.0432  0.017
196 H 21.4789 16.6777 20.2635  0.046
197 H 20.6837 18.7234 21.3227  0.043
198 H 22.2776 18.9325 22.2516  0.081
199 Br 14.4752 16.7734 15.8173  0.688
200 C 13.2574 15.2202 15.7698  -0.623
201 C 14.0548 13.9505 15.5421  -0.652
202 Br 14.1240 12.7857 17.1366  0.578
203 H 12.4806 15.4467 15.0285  0.021
204 H 12.8016 15.3029 16.7505  0.031
205 H 15.0799 14.2897 15.4810  -0.003
206 H 13.7449 13.4493 14.6241  0.051

Results
* SMILES: CCOP(=O)(OCC)OCC.CCOP(=O)(OCC)OCC.CCOP(=O)(OCC)OCC.CCOP(=O)(OCC)OCC.CCOP(=O)(OCC)OCC.O=C1CCCO1.O=C1CCCO1.O=C1CCCO1.O=C1CCCO1.O=C1CCCO1.BrCCBr.BrCCBr
* relative energy (zero: lowest compared OMol25 entry of this formula, charge and spin): 0.000 eV



In a.u., the electronic energy values for the records above are, in order, -5983.6427 -16385.8853.
In eV Å⁻¹, the max |F| values for the records above are, in order, 2.7 4.2.
In hartree, the frontier orbital gap values for the records above are, in order, 0.18702 0.37082.